Density functional theory data (ωB97M-V/def2-TZVPD) for a structure of composition C5H4AgO7.

Frontier orbital gap (alpha / beta) in eV: 4.55 / 4.75
Lowest unoccupied orbital energy (alpha / beta) in eV: 1.96 / 1.96

Structure (ORCA input):
```
! wB97M-V def2-TZVPD RIJCOSX def2/J DEFGRID3
* xyz -1 1
O -0.137 1.683 -0.734
C 0.154 0.693 -1.488
O -0.535 0.361 -2.467
O 2.648 2.134 -1.170
O 2.433 1.691 -3.384
C 2.196 1.711 -2.216
Ag 1.316 1.983 0.907
O 0.283 -0.277 1.269
C -0.931 -0.589 1.941
C -1.722 -1.365 0.885
O -0.714 -1.841 0.007
C 0.343 -0.958 -0.014
H -0.693 -1.197 2.825
H -1.431 0.334 2.258
H -2.413 -0.717 0.324
H -2.270 -2.219 1.296
O 1.472 -1.427 -0.241
*
```

Density functional theory data (ωB97M-V/def2-TZVPD) for a structure of composition C35H53F6N2Sn.

Frontier orbital gap in eV: 3.43
Lowest unoccupied orbital energy in eV: 2.16

Structure (ORCA input):
```
! wB97M-V def2-TZVPD RIJCOSX def2/J DEFGRID3
* xyz -1 1
C -2.030 -5.483 1.392
C -0.749 -4.656 1.489
C -0.824 -3.532 2.529
C 0.467 -2.700 2.625
Sn 0.273 -0.562 2.275
C -1.155 0.192 3.729
C -2.493 -0.541 3.844
C -3.417 -0.032 4.966
C -3.829 1.434 4.844
C 2.215 0.321 2.677
C 3.294 -0.695 3.068
C 4.657 -0.051 3.356
C 5.719 -1.087 3.727
C -0.239 -0.058 0.173
C -0.509 1.391 -0.041
C -1.771 1.979 0.540
C 0.352 2.220 -0.688
H -1.917 -6.266 0.638
H -2.262 -5.972 2.344
H -2.887 -4.863 1.109
H 0.092 -5.311 1.747
H -0.514 -4.226 0.508
H -1.691 -2.887 2.307
H -1.029 -3.978 3.517
H 0.903 -2.759 3.631
H 1.229 -3.008 1.898
H -0.594 0.139 4.673
H -1.287 1.250 3.468
H -3.035 -0.482 2.887
H -2.301 -1.610 4.024
H -4.318 -0.656 4.975
H -2.924 -0.191 5.931
H -4.561 1.689 5.617
H -2.977 2.111 4.964
H -4.295 1.642 3.873
H 2.473 0.861 1.757
H 2.035 1.050 3.477
H 2.971 -1.258 3.958
H 3.415 -1.438 2.264
H 4.976 0.514 2.472
H 4.543 0.676 4.168
H 6.685 -0.603 3.895
H 5.446 -1.622 4.644
H 5.846 -1.826 2.928
H 0.639 -0.429 -0.369
H -1.121 -0.692 0.020
H -2.518 1.214 0.791
H -1.561 2.563 1.451
H -2.234 2.684 -0.170
H 0.387 3.272 -0.394
H 1.080 1.843 -1.405
C 5.376 8.215 -4.323
N 5.074 7.425 -3.155
C 6.081 7.436 -2.104
C 6.970 6.242 -2.268
F 7.970 6.168 -1.349
F 6.227 5.083 -2.191
F 7.542 6.239 -3.521
C 3.958 6.656 -3.074
C 3.523 6.103 -1.834
C 2.430 5.271 -1.784
C 1.725 4.908 -2.965
C 0.529 4.151 -2.891
C 0.035 3.408 -3.999
C -1.357 3.399 -4.274
C -1.840 2.844 -5.433
C -0.988 2.099 -6.295
N -1.458 1.531 -7.440
C -0.861 0.349 -8.004
C -2.629 2.043 -8.139
C -2.171 2.935 -9.253
F -3.179 3.445 -10.008
F -1.457 3.990 -8.721
F -1.307 2.278 -10.092
C 0.394 1.992 -5.962
C 0.900 2.689 -4.883
C 2.216 5.411 -4.213
C 3.236 6.334 -4.257
H 4.467 8.691 -4.715
H 6.083 9.001 -4.034
H 5.827 7.613 -5.129
H 6.686 8.339 -2.225
H 5.622 7.386 -1.114
H 4.050 6.359 -0.917
H 2.099 4.870 -0.825
H -0.131 4.304 -2.035
H -2.042 3.902 -3.590
H -2.897 2.951 -5.675
H -0.356 -0.232 -7.222
H -1.649 -0.261 -8.465
H -0.119 0.602 -8.773
H -3.181 1.196 -8.568
H -3.252 2.651 -7.480
H 1.051 1.404 -6.608
H 1.973 2.690 -4.684
H 1.723 5.111 -5.140
H 3.526 6.798 -5.203
*
```

Density functional theory data (ωB97M-V/def2-TZVPD) for a structure of composition C61H74BaCl7N14O4S.

Frontier orbital gap in eV: 6.94
Lowest unoccupied orbital energy in eV: 1.92

Structure (ORCA input):
```
! wB97M-V def2-TZVPD RIJCOSX def2/J DEFGRID3
* xyz -1 1
Ba -0.320 -1.110 0.074
Cl -0.262 -2.290 -3.438
C -1.941 -2.141 -3.020
C -2.258 -1.853 -1.700
C -3.622 -1.882 -1.424
Cl -4.138 -1.621 0.208
C -4.608 -2.149 -2.376
Cl -6.280 -2.251 -1.944
C -4.236 -2.345 -3.702
Cl -5.433 -2.623 -4.913
C -2.884 -2.335 -4.028
Cl -2.409 -2.556 -5.680
C -3.235 4.866 -5.302
N -2.409 5.019 -4.119
C -2.917 5.990 -3.173
C -1.724 3.877 -3.657
N -1.837 3.358 -2.488
C -2.999 3.507 -1.749
C -4.214 3.227 -2.357
C -5.431 3.410 -1.695
C -5.446 3.878 -0.412
C -4.235 4.123 0.275
C -4.280 4.591 1.611
C -3.123 4.823 2.298
C -1.887 4.592 1.685
C -1.781 4.128 0.377
N -0.535 3.758 -0.074
C 0.510 4.476 0.101
N 1.751 3.954 0.325
C 1.963 2.613 0.837
C 2.968 4.701 0.086
N 0.521 5.880 -0.032
C -0.526 6.458 -0.847
C 0.854 6.666 1.142
C -2.983 3.906 -0.375
N -0.814 3.384 -4.551
C -0.423 1.988 -4.512
C -0.291 4.136 -5.669
H -4.293 4.771 -5.028
H -2.948 3.973 -5.854
H -3.126 5.735 -5.960
H -2.795 6.994 -3.594
H -2.347 5.934 -2.250
H -3.974 5.837 -2.930
H -4.205 2.859 -3.377
H -6.358 3.207 -2.215
H -6.382 4.056 0.104
H -5.246 4.744 2.078
H -3.150 5.163 3.327
H -0.976 4.724 2.258
H 1.102 1.957 0.713
H 2.205 2.669 1.905
H 2.809 2.165 0.325
H 3.465 4.966 1.028
H 2.744 5.609 -0.465
H 3.659 4.093 -0.499
H -0.671 5.825 -1.721
H -0.201 7.447 -1.181
H -1.482 6.567 -0.320
H 1.535 6.109 1.784
H -0.042 6.921 1.722
H 1.343 7.596 0.837
H -1.061 1.392 -5.171
H -0.495 1.604 -3.500
H 0.606 1.888 -4.856
H -0.599 3.689 -6.621
H 0.804 4.128 -5.634
H -0.637 5.164 -5.635
Cl -5.462 -2.263 5.751
C -4.179 -2.272 4.575
C -3.485 -3.470 4.338
C -2.489 -3.500 3.404
Cl -1.629 -4.972 3.106
C -2.093 -2.349 2.632
O -1.169 -2.410 1.776
C -2.827 -1.151 2.932
C -2.533 0.066 2.231
O -1.709 0.215 1.331
C -3.853 -1.136 3.892
H -3.736 -4.362 4.895
H -3.131 0.937 2.556
H -4.388 -0.210 4.070
C 7.082 -0.809 -1.367
C 6.602 -0.531 0.057
N 5.420 -1.286 0.448
C 5.617 -2.501 1.219
C 5.690 -3.754 0.347
C 4.177 -0.857 0.049
S 2.810 -1.702 0.625
N 4.215 0.231 -0.719
C 3.209 0.726 -1.460
O 2.093 0.256 -1.683
C 3.573 2.034 -2.142
C 2.581 2.732 -2.825
C 2.875 3.921 -3.476
C 4.162 4.438 -3.437
C 5.153 3.760 -2.738
C 4.861 2.563 -2.100
H 7.941 -0.174 -1.597
H 6.283 -0.585 -2.071
H 7.379 -1.851 -1.489
H 6.361 0.528 0.146
H 7.397 -0.770 0.766
H 4.781 -2.604 1.907
H 6.537 -2.390 1.797
H 4.790 -3.813 -0.265
H 5.743 -4.647 0.972
H 6.562 -3.731 -0.308
H 1.574 2.336 -2.815
H 2.096 4.455 -4.008
H 4.393 5.369 -3.939
H 6.156 4.167 -2.692
H 5.626 2.027 -1.558
C -4.886 -7.131 -0.008
C -3.883 -7.663 -1.027
N -2.779 -6.734 -1.223
C -2.999 -5.647 -2.181
C -2.378 -5.940 -3.546
C -1.589 -7.019 -0.622
O -1.400 -8.042 0.026
C -0.486 -6.021 -0.800
C 0.748 -6.429 -1.287
C 1.739 -5.479 -1.470
C 1.456 -4.157 -1.160
N 0.300 -3.774 -0.620
C -0.633 -4.693 -0.428
H -5.700 -7.844 0.129
H -5.309 -6.179 -0.333
H -4.388 -6.977 0.949
H -4.367 -7.845 -1.991
H -3.457 -8.596 -0.668
H -2.610 -4.704 -1.804
H -4.078 -5.528 -2.289
H -1.296 -6.035 -3.456
H -2.593 -5.125 -4.238
H -2.777 -6.868 -3.960
H 0.915 -7.473 -1.521
H 2.711 -5.755 -1.855
H 2.184 -3.374 -1.328
H -1.541 -4.353 0.060
C 0.488 -1.335 4.497
N 0.889 -0.992 5.869
C 2.332 -0.749 5.878
N 2.725 0.318 4.956
C 2.279 -0.065 3.607
N 0.831 -0.275 3.547
C 0.159 0.954 3.972
N 0.554 1.358 5.328
C 0.217 0.256 6.235
C 2.007 1.533 5.344
H -0.589 -1.499 4.484
H 0.990 -2.258 4.196
H 2.848 -1.669 5.595
H 2.635 -0.468 6.891
H 2.782 -0.986 3.315
H 2.562 0.719 2.903
H -0.919 0.793 3.962
H 0.398 1.759 3.273
H -0.864 0.096 6.209
H 0.514 0.532 7.251
H 2.316 1.817 6.354
H 2.273 2.338 4.653
*
```

Density functional theory data (ωB97M-V/def2-TZVPD) for the ion C5H8N with charge +1.

Frontier orbital gap in eV: 8.44
Lowest unoccupied orbital energy in eV: -5.66

Structure (ORCA input):
```
! wB97M-V def2-TZVPD RIJCOSX def2/J DEFGRID3
* xyz 1 1
C 0.239 -0.069 -2.377
C 0.066 -0.300 1.486
C -1.023 0.982 -0.302
C -0.975 0.688 1.046
C -0.161 0.299 -1.240
N 1.109 -0.589 0.499
H -0.378 -0.117 -3.310
H 1.254 -0.545 -2.347
H 0.534 -0.092 2.528
H -0.527 -1.191 1.555
H -1.932 1.392 -0.669
H -1.654 1.026 1.769
H 1.935 0.037 0.720
H 1.515 -1.521 0.642
*
```

Energy relative to the best compared isomer or geometry (same formula, charge and spin) / eV: 3.458 0.761 1.036 3.753